Record 1
Density functional theory data (ωB97M-V with the def2-TZVPD basis set) for C12H20GdN3O4P as an isolated structure.

## Properties
Kohn-Sham gap (alpha / beta) in Eh: 0.237 / 0.275
Total charge: +2
HOMO (alpha / beta) in eV: -15.1 / -16.0
M in g mol⁻¹: 458.53
Energy relative to the best compared isomer or geometry (same formula, charge and spin) in kJ/mol: 0.0
<S²>: 20.244
E in a.u.: -2040.894635
Multiplicity: 9

XYZ file:
```
41
Properties=species:S:1:pos:R:3:forces:R:3
H -1.811406 -0.831968 4.024284 0.06 0.15 -0.39
N -0.700747 -0.887166 2.164388 0.66 0.04 0.19
N -2.265723 -2.355486 -1.428255 0.57 1.34 1.13
H -0.740238 -0.868961 -3.509060 -0.05 0.46 -0.13
C -0.889434 -2.342173 1.880544 0.10 0.07 0.26
O -4.816291 1.052214 -0.815196 3.71 -0.73 0.57
H -1.893296 -2.483029 1.429495 0.55 -0.06 0.17
C 1.632288 0.671719 -1.990246 1.27 -0.37 -0.43
P -0.059389 1.107430 -2.242915 -1.31 0.44 -0.67
C -3.702999 0.852923 -0.623753 -3.96 1.14 -0.56
C 1.683906 -0.497901 1.450495 -0.83 0.20 -0.55
H -1.923433 0.477266 -3.649664 0.41 -0.06 0.04
H -0.696231 3.131229 0.728531 0.34 -1.05 0.26
H 3.297686 -1.360311 2.585474 -0.09 0.27 -0.23
H 0.178082 3.181253 -3.619460 -0.11 -0.29 0.36
H 0.623341 2.321317 0.984449 -1.00 -0.13 -0.14
O -3.003829 -1.660948 -0.653897 1.42 -0.91 -1.02
H 2.362959 0.702998 -2.800791 -0.21 0.14 0.07
H -2.754818 -0.611698 2.531054 0.29 0.18 0.26
C -0.264692 2.888338 -2.652511 0.29 0.22 0.09
C 3.472971 -0.270668 -0.612238 -0.24 -0.01 -0.26
H -0.097456 -2.694255 1.194339 -0.40 0.10 0.26
O -1.017786 -2.007068 -1.367628 -1.61 -0.17 0.21
H -1.690820 0.732229 3.140899 -0.07 -0.54 -0.06
C 3.905068 -0.812517 0.581875 -0.22 0.09 0.17
C 0.688751 -0.538498 2.604990 -0.46 -0.50 0.37
H -1.346068 3.104315 -2.692004 0.40 -0.13 0.04
N 1.210420 -0.044625 0.261955 1.63 -0.13 0.72
C 2.122391 0.141762 -0.769008 -0.58 -0.52 0.28
C 2.997939 -0.908578 1.638298 0.28 -0.20 0.12
H 4.930687 -1.157986 0.700009 -0.25 0.06 -0.06
C -0.849820 0.217743 -3.656966 0.48 -0.11 -0.11
H -0.430413 0.503488 -4.634329 -0.10 -0.07 0.36
H -0.849889 -2.934239 2.812160 0.00 0.21 -0.35
H 4.146571 -0.235473 -1.461249 -0.09 0.23 0.06
H 0.642128 0.433889 3.130847 0.10 -0.36 -0.35
H 0.196553 3.502993 -1.862455 -0.20 -0.19 -0.31
O -0.347619 2.210652 0.845278 0.33 1.26 0.03
C -1.793955 -0.363777 3.023791 0.14 0.06 0.06
Gd -1.186359 -0.083514 -0.006404 -1.15 -0.37 -0.42
H 1.040971 -1.282920 3.334874 -0.10 0.23 -0.04
```
Forces are in eV/Å.

The net atomic charges from Löwdin, expressed in e, are: 0.122, -0.425, -0.080, 0.040, -0.062, 0.156, 0.086, -0.143, 0.791, 0.015, -0.236, 0.062, 0.112, 0.140, 0.071, 0.094, -0.255, 0.107, 0.100, -0.225, 0.035, 0.105, -0.272, 0.102, 0.011, -0.096, 0.061, -0.033, -0.303, 0.031, 0.139, -0.223, 0.070, 0.125, 0.136, 0.146, 0.047, -0.147, -0.055, 1.508, 0.144

Record 2
Density functional theory data (ωB97M-V with the def2-TZVPD basis set) for one molecule with the formula C3H6N2O.

## Properties
Kohn-Sham gap in Eh: 0.341
Total charge: 0
HOMO in eV: -8.5
M in g mol⁻¹: 86.09
SMILES string: N[C@@]12N[C@H]1[C@H]2O
Energy relative to the best compared isomer or geometry (same formula, charge and spin) in kJ/mol: 567.3
E in a.u.: -302.477019
Multiplicity: 1

XYZ file:
```
12
Properties=species:S:1:pos:R:3:forces:R:3
H -1.884872 -0.506482 0.161753 0.09 -0.03 -0.01
O -0.655534 -1.586297 1.487143 -0.25 -0.43 -0.12
C -0.852557 -0.777730 0.352032 3.05 0.67 1.64
C 0.100723 0.452600 0.150714 -0.34 2.05 -2.08
C 0.076970 -0.711273 -0.766744 -0.21 -1.72 -1.20
H -0.172491 -2.393713 1.243763 -0.22 0.51 0.00
N 1.434029 0.098521 -0.054997 -1.04 -1.57 2.76
H 0.579376 -1.587118 -1.155499 -0.18 0.54 -1.17
H 1.862364 0.748345 -0.718904 -0.56 -0.07 -0.19
H -0.345920 2.036007 -1.061968 0.03 -0.15 0.05
N -0.351004 1.781989 -0.081577 -0.31 0.27 0.34
H 0.208917 2.445153 0.444283 -0.07 -0.07 -0.03
```
Forces are in eV/Å.

The net atomic charges from natural (NBO), expressed in e, are: 0.210, -0.713, 0.066, 0.347, -0.323, 0.474, -0.559, 0.258, 0.343, 0.381, -0.857, 0.373

Record 3
Density functional theory data (ωB97M-V with the def2-TZVPD basis set) for a 2-piece molecular cluster, C5H4FNO3 overall.

## Properties
Kohn-Sham gap in Eh: 0.366
Total charge: 0
HOMO in eV: -9.3
M in g mol⁻¹: 145.09
Energy relative to the best compared isomer or geometry (same formula, charge and spin) in kJ/mol: 13.7
E in a.u.: -573.177284
Multiplicity: 1

XYZ file:
```
14
Properties=species:S:1:pos:R:3:forces:R:3
H -2.174737 1.346543 -0.682737 1.14 0.64 0.46
H -1.316484 -1.584282 0.759190 -0.55 -0.16 0.30
O -0.096470 0.763228 -0.754236 1.16 -1.06 0.51
F 2.117861 -1.045359 -0.651839 -1.75 -0.16 1.00
C -1.164432 1.691970 -1.016533 0.32 1.14 1.62
H -1.215733 1.714851 -2.050084 -0.15 0.05 -2.20
C 1.535104 1.220718 1.490890 -1.84 0.16 0.98
H -0.746544 2.766731 -0.739320 -1.33 -2.38 0.12
N 0.408391 -3.308413 1.466706 0.60 0.89 -1.14
C 0.899728 -1.268632 0.014534 1.15 0.85 -1.44
C -0.136731 -0.395468 -0.103238 -3.27 0.66 -0.06
O 2.574289 1.245513 1.106133 2.04 0.10 -0.71
O -1.437464 -0.685872 0.419570 3.22 0.23 -0.85
C 0.753222 -2.461528 0.740964 -0.73 -0.96 1.43
```
Forces are in eV/Å.

The net atomic charges from natural (NBO), expressed in e, are: 0.220, 0.502, -0.493, -0.312, -0.254, 0.191, 0.478, 0.212, -0.300, 0.060, 0.646, -0.482, -0.668, 0.199

Record 4
Density functional theory data (ωB97M-V with the def2-TZVPD basis set) for an isolated ion of composition C4H3FO5 and charge -2.

## Properties
Kohn-Sham gap in Eh: 0.265
Total charge: -2
HOMO in eV: -0.5
M in g mol⁻¹: 150.06
SMILES string: COC(F)(C(=O)[O-])C(=O)[O-]
Energy relative to the best compared isomer or geometry (same formula, charge and spin) in kJ/mol: 58.7
E in a.u.: -630.265283
Multiplicity: 1

XYZ file:
```
13
Properties=species:S:1:pos:R:3:forces:R:3
O 0.793251 -0.851613 0.022482 -0.02 0.73 -0.76
O 0.560311 1.802108 2.215983 -0.18 0.43 0.77
H 0.782350 -2.053765 -1.476378 0.88 -1.06 -1.21
C -0.954290 0.901921 -0.367231 -1.15 1.34 -0.40
O -0.698781 0.852382 -1.611363 -0.03 0.22 0.61
F -0.580024 -0.567117 1.785266 0.36 1.30 -1.57
C 0.006924 -1.599985 -0.934044 0.98 1.04 0.72
H -0.540929 -0.891992 -1.569323 -0.07 -0.64 0.22
O -1.899993 1.552698 0.147571 1.08 -1.17 -0.05
O 1.953319 1.660398 0.469502 0.39 0.08 -0.39
C 0.963394 1.330276 1.154023 1.05 -0.05 0.39
H -0.525360 -2.338847 -0.390979 -0.98 -0.73 0.41
C 0.139829 0.203535 0.554490 -2.32 -1.48 1.24
```
Forces are in eV/Å.

The net atomic charges from natural (NBO), expressed in e, are: -0.510, -0.741, 0.148, 0.707, -0.801, -0.513, -0.299, 0.257, -0.737, -0.784, 0.700, 0.149, 0.426